47
Properties=species:S:1:pos:R:3 method="wB97M-V/def2-TZVPD" multiplicity=5 total_charge=0 homo_energy_ev="-7.669 / -7.709" gap_ev="7.26 / 6.54"
Co 0.32 0.11 0.91
Br -0.13 -1.07 5.86
C -0.70 0.46 4.93
C -1.36 1.48 5.64
C -1.79 2.62 5.03
Br -2.66 3.96 6.04
C -1.57 2.81 3.64
C -1.94 3.94 2.89
C -1.65 4.02 1.55
C -0.99 2.94 0.95
N -0.66 1.87 1.62
C -0.92 1.77 2.95
C -0.45 0.55 3.56
O 0.14 -0.34 2.84
H -1.51 1.34 6.70
H -2.44 4.76 3.38
H -1.92 4.90 0.97
H -0.80 3.76 -0.98
O -0.31 -1.46 0.06
N -0.30 -1.71 -1.23
N -0.83 -0.84 -1.93
O 0.64 1.81 -1.95
C -0.85 -1.15 -3.32
C -0.87 -0.07 -4.19
C -0.90 -0.29 -5.56
C -0.92 -1.59 -6.06
C -0.92 -2.66 -5.18
C -0.88 -2.45 -3.81
H -0.85 0.93 -3.78
H -0.91 0.55 -6.24
H -0.96 -1.76 -7.13
H -0.96 -3.67 -5.56
H -0.90 -3.29 -3.12
N -0.62 2.95 -0.40
C 0.13 1.94 -0.89
C 3.15 -3.11 -0.80
N 2.76 -2.08 0.14
C 2.17 -2.54 1.40
C 2.77 -0.81 -0.21
O 2.29 0.13 0.46
H 3.87 -3.79 -0.33
H 3.61 -2.66 -1.68
H 2.27 -3.68 -1.12
H 2.85 -3.27 1.85
H 1.20 -2.99 1.20
H 2.04 -1.70 2.08
H 3.24 -0.61 -1.17

42
Properties=species:S:1:pos:R:3 method="wB97M-V/def2-TZVPD" total_charge=-1 homo_energy_ev=-3.612 gap_ev=4.52 de_lowest_kcal_mol=22.93
C -3.95 -0.68 1.95
C -2.58 -0.33 1.42
O -1.59 -0.63 2.43
C -0.34 -0.31 1.95
C 0.72 -0.63 2.85
C 1.99 -0.53 2.37
N 3.12 -0.47 2.03
O -0.19 0.19 0.83
H -4.69 -0.40 1.20
H -4.05 -1.75 2.13
H -4.18 -0.14 2.87
H -2.35 -0.92 0.52
H -2.52 0.74 1.17
H 0.49 -1.04 3.83
C 5.32 -5.44 6.14
O 5.34 -4.31 5.23
C 4.71 -3.16 5.59
C 3.88 -3.02 6.73
C 3.07 -1.91 6.85
C 3.06 -0.89 5.86
C 2.11 0.16 5.80
C 0.92 0.25 6.54
C 0.37 1.54 6.88
C -0.84 1.67 7.49
Br -1.55 3.36 7.94
C -1.69 0.49 7.80
O -2.83 0.60 8.26
C -1.08 -0.82 7.47
Br -2.11 -2.36 7.85
C 0.15 -0.92 6.89
C 4.11 -0.94 4.89
C 4.84 -2.07 4.69
H 5.94 -6.18 5.62
H 5.77 -5.18 7.10
H 4.31 -5.83 6.28
H 3.84 -3.82 7.48
H 2.42 -1.82 7.71
H 2.36 1.01 5.16
H 0.96 2.43 6.67
H 0.55 -1.91 6.68
H 4.25 -0.09 4.23
H 5.50 -2.20 3.84

47
Properties=species:S:1:pos:R:3 method="wB97M-V/def2-TZVPD" total_charge=+2 homo_energy_ev=-14.354 gap_ev=5.25 de_lowest_kcal_mol=5.14
Pd -0.15 -0.23 0.20
C 3.87 0.20 1.21
C 2.39 0.18 1.19
N 1.73 0.26 0.07
N 2.24 0.16 -1.15
C 1.32 -0.04 -2.08
O 0.06 -0.24 -1.76
C 1.70 -0.04 -3.48
C 3.05 0.01 -3.84
C 3.40 0.03 -5.18
C 2.41 0.00 -6.16
C 1.07 -0.09 -5.80
C 0.71 -0.12 -4.46
C 1.54 0.05 2.39
C 2.02 0.11 3.68
C 1.12 0.05 4.74
C -0.23 -0.08 4.49
C -0.66 -0.16 3.17
N 0.21 -0.10 2.17
H 4.27 0.24 0.20
H 4.25 -0.70 1.70
H 4.24 1.06 1.77
H 3.82 0.03 -3.08
H 4.44 0.08 -5.46
H 2.68 0.05 -7.20
H 0.30 -0.15 -6.56
H -0.33 -0.20 -4.17
H 3.08 0.22 3.85
H 1.48 0.10 5.76
H -0.95 -0.13 5.29
H -1.70 -0.28 2.91
Cl -2.14 -4.31 -1.25
C -1.91 -3.79 0.43
Cl -3.42 -3.70 1.32
C -1.25 -2.44 0.35
O 0.02 -2.37 0.31
O -1.92 -1.36 0.31
H -1.24 -4.50 0.91
I -2.05 5.62 0.51
C -1.90 3.60 0.15
C -2.84 2.78 -0.45
N -2.33 1.54 -0.48
N -1.12 1.52 0.08
C -0.83 2.77 0.47
H -3.81 3.02 -0.86
H -2.75 0.70 -0.85
H 0.11 3.01 0.94

44
Properties=species:S:1:pos:R:3 method="wB97M-V/def2-TZVPD" total_charge=+1 homo_energy_ev=-10.192 gap_ev=6.15 de_lowest_kcal_mol=1.43
Pd 0.52 0.08 0.02
O -0.03 4.14 -0.73
C -0.18 2.85 -0.55
O 0.76 2.07 -0.63
C -1.58 2.41 -0.27
C -2.62 3.32 -0.29
C -3.90 2.84 -0.08
C -4.07 1.48 0.12
C -2.96 0.65 0.12
N -1.72 1.10 -0.05
C -3.07 -0.85 0.35
O -4.26 -1.42 0.18
O -2.12 -1.49 0.68
H 0.90 4.34 -0.93
H -2.43 4.37 -0.46
H -4.75 3.51 -0.07
H -5.07 1.10 0.30
H -4.92 -0.83 -0.20
C 4.50 -2.62 -2.65
C 3.11 -2.46 -2.78
C 2.42 -1.65 -1.92
C 3.10 -0.96 -0.88
C 2.45 -0.12 0.05
C 3.13 0.55 1.03
C 4.53 0.40 1.13
C 5.20 -0.42 0.26
C 4.50 -1.11 -0.76
C 5.18 -1.97 -1.67
H 5.03 -3.27 -3.34
H 2.58 -2.98 -3.57
H 1.35 -1.54 -2.02
H 2.61 1.18 1.74
H 5.07 0.92 1.91
H 6.27 -0.55 0.34
H 6.25 -2.08 -1.56
N -0.04 -2.26 2.69
C 0.32 -2.67 1.48
O 0.63 -1.90 0.57
C 0.39 -4.15 1.24
I 2.39 -4.70 0.75
H -0.13 -1.27 2.87
H -0.30 -2.91 3.41
H -0.23 -4.40 0.38
H 0.09 -4.73 2.10

42
Properties=species:S:1:pos:R:3 method="wB97M-V/def2-TZVPD" total_charge=0 smiles="CCN1C(=O)c2ccc(C(=O)NCc3ccc4c(c3)OCO4)cc2C1=O" homo_energy_ev=-8.259 gap_ev=7.67 de_lowest_kcal_mol=20.51
C 4.51 5.49 2.08
C 4.00 4.24 2.80
N 3.39 3.31 1.87
C 4.10 2.30 1.24
O 5.27 2.06 1.41
C 3.12 1.62 0.36
C 3.27 0.55 -0.50
C 2.15 0.12 -1.20
C 0.91 0.75 -1.05
C -0.29 0.33 -1.83
O -1.10 1.13 -2.25
N -0.39 -1.01 -2.03
C -1.55 -1.60 -2.69
C -2.49 -2.20 -1.68
C -3.25 -1.37 -0.87
C -4.11 -1.87 0.10
C -4.18 -3.23 0.23
C -3.42 -4.08 -0.58
C -2.56 -3.59 -1.53
O -3.67 -5.38 -0.24
C -4.63 -5.33 0.80
O -4.94 -3.99 1.09
C 0.78 1.85 -0.19
C 1.88 2.26 0.51
C 2.06 3.36 1.50
O 1.25 4.14 1.92
H 5.26 5.21 1.34
H 4.95 6.17 2.80
H 3.68 5.99 1.58
H 4.82 3.72 3.30
H 3.23 4.51 3.53
H 4.23 0.07 -0.63
H 2.25 -0.69 -1.90
H 0.21 -1.63 -1.52
H -2.04 -0.78 -3.23
H -1.20 -2.35 -3.40
H -3.17 -0.30 -1.01
H -4.70 -1.22 0.72
H -1.98 -4.26 -2.15
H -4.23 -5.83 1.70
H -5.55 -5.86 0.48
H -0.18 2.35 -0.10

43
Properties=species:S:1:pos:R:3 method="wB97M-V/def2-TZVPD" total_charge=0 smiles="O=C(Nc1cccc(O)c1)c1cccc(S(=O)(=O)Nc2cccc(O)c2)c1" homo_energy_ev=-8.558 gap_ev=8.46 de_lowest_kcal_mol=16.90
O 2.47 -1.87 -2.05
C 1.89 -1.27 -1.17
N 2.47 -0.41 -0.29
C 3.82 -0.06 -0.17
C 4.81 -0.54 -1.02
C 6.13 -0.14 -0.82
C 6.47 0.72 0.20
C 5.48 1.20 1.05
O 5.84 2.05 2.04
C 4.16 0.81 0.86
C 0.41 -1.45 -0.98
C -0.31 -1.97 -2.05
C -1.67 -2.20 -1.96
C -2.34 -1.90 -0.78
C -1.63 -1.37 0.28
S -2.45 -0.96 1.82
O -2.94 -2.13 2.47
O -1.58 -0.08 2.55
N -3.82 -0.13 1.33
C -3.77 0.80 0.30
C -4.83 0.95 -0.60
C -4.74 1.88 -1.62
C -3.61 2.66 -1.77
C -2.55 2.52 -0.87
O -1.46 3.30 -1.03
C -2.63 1.59 0.16
C -0.27 -1.15 0.20
H 1.87 0.03 0.38
H 4.56 -1.22 -1.81
H 6.89 -0.52 -1.48
H 7.49 1.04 0.35
H 5.07 2.30 2.57
H 3.39 1.19 1.53
H 0.23 -2.21 -2.95
H -2.21 -2.61 -2.80
H -3.40 -2.07 -0.68
H -4.65 -0.70 1.38
H -5.71 0.34 -0.48
H -5.56 1.99 -2.31
H -3.53 3.38 -2.56
H -0.84 3.15 -0.31
H -1.83 1.49 0.87
H 0.21 -0.77 1.09

42
Properties=species:S:1:pos:R:3 method="wB97M-V/def2-TZVPD" total_charge=0 smiles="Cc1c(NC(=O)/C(C#N)=C/c2cccs2)c(=O)n(-c2ccccc2)n1C" homo_energy_ev=-8.077 gap_ev=7.78 de_lowest_kcal_mol=5.57
C -1.62 3.45 1.92
C -1.01 2.56 0.89
C -1.63 1.75 -0.02
N -2.99 1.43 -0.11
C -3.46 0.16 -0.19
O -4.61 -0.10 -0.48
C -2.44 -0.90 0.12
C -1.51 -0.65 1.14
N -0.80 -0.45 2.02
C -2.48 -2.05 -0.61
C -1.55 -3.12 -0.58
C -1.65 -4.28 -1.32
C -0.57 -5.15 -1.14
C 0.36 -4.65 -0.27
S -0.07 -3.11 0.34
C -0.61 1.12 -0.83
O -0.69 0.33 -1.76
N 0.59 1.61 -0.32
C 1.79 0.88 -0.41
C 2.46 0.45 0.74
C 3.62 -0.29 0.62
C 4.10 -0.63 -0.63
C 3.43 -0.23 -1.77
C 2.27 0.53 -1.66
N 0.33 2.43 0.77
C 1.30 3.42 1.16
H -1.39 4.49 1.71
H -1.22 3.20 2.90
H -2.69 3.31 1.93
H -3.66 2.16 -0.33
H -3.28 -2.14 -1.33
H -2.48 -4.49 -1.97
H -0.47 -6.11 -1.63
H 1.28 -5.10 0.04
H 2.05 0.68 1.71
H 4.13 -0.62 1.51
H 5.01 -1.22 -0.72
H 3.80 -0.50 -2.74
H 1.73 0.84 -2.54
H 1.23 3.58 2.24
H 2.30 3.06 0.92
H 1.13 4.37 0.65

44
Properties=species:S:1:pos:R:3 method="wB97M-V/def2-TZVPD" total_charge=+1 homo_energy_ev=-10.670 gap_ev=5.82
Y 0.69 -0.58 0.42
N -1.10 1.77 3.73
C -0.21 1.29 2.83
S 0.13 -0.44 2.98
N 0.25 2.15 1.97
N 1.11 1.58 1.02
C 1.91 2.40 0.43
C 2.89 2.08 -0.59
C 3.68 3.14 -1.06
C 4.67 2.94 -2.00
C 4.88 1.66 -2.49
C 4.12 0.59 -2.06
C 3.11 0.78 -1.12
O 2.36 -0.25 -0.72
H -1.34 1.23 4.54
H -1.24 2.77 3.75
H 1.87 3.45 0.74
H 3.52 4.13 -0.66
H 5.27 3.77 -2.34
H 5.66 1.49 -3.23
H 4.29 -0.41 -2.45
C -4.20 2.14 -1.24
C -2.84 2.36 -1.04
C -2.02 1.29 -0.71
C -2.57 0.02 -0.57
C -3.93 -0.21 -0.76
C -4.74 0.86 -1.10
N -1.66 -1.01 -0.22
N -2.15 -2.14 -0.04
C -1.23 -3.17 0.31
C -1.81 -4.42 0.49
C -0.99 -5.48 0.82
C 0.37 -5.27 0.94
C 0.86 -3.99 0.74
N 0.08 -2.95 0.43
H -4.84 2.96 -1.51
H -2.43 3.35 -1.14
H -0.97 1.48 -0.54
H -4.34 -1.20 -0.64
H -5.80 0.71 -1.26
H -2.88 -4.53 0.37
H -1.41 -6.47 0.97
H 1.05 -6.07 1.19
H 1.92 -3.79 0.82

| no. | E (hartree) |
| --- | --- |
| 1 | -7839.13830 |
| 2 | -6237.36436 |
| 3 | -2578.45803 |
| 4 | -1644.76061 |
| 5 | -1219.39893 |
| 6 | -1617.55558 |
| 7 | -1501.29867 |
| 8 | -1573.83514 |